Below is a molecular structure, C26H31AsFeN4O7S3, with properties calculated with ωB97M-V/def2-TZVPD.

The calculation puts the electronic energy at -6449.28663 Eh. As for the largest force on an atom: 0.0132 hartree/bohr. Its energy above the lowest of the compared OMol25 structures with the same formula, charge and spin is 0.000 eV. The multiplicity is 5. Its total charge is -2. The calculation puts the HOMO-LUMO gap (alpha / beta) at 0.233 / 0.226 Ha. The HOMO energy (alpha / beta) comes out at -2.110 / -1.942 eV.

CARTESIAN COORDINATES (ANGSTROEM)
Fe 1.18204 0.55727 0.10485
C -0.41368 -3.47676 1.09078
C -0.05093 -2.00995 1.12782
N 0.33428 -1.38533 0.05971
N 0.37109 -2.21085 -1.07917
C 0.45296 -1.57496 -2.19571
S 0.53616 0.10379 -2.49581
S 0.32971 -2.72042 -3.60360
C -1.30769 -2.13806 -4.17421
C -2.38006 -2.34538 -3.14246
C -3.08089 -3.54426 -3.05532
C -4.01809 -3.74655 -2.05336
C -4.26011 -2.74953 -1.11640
C -3.56606 -1.55020 -1.19429
C -2.63714 -1.34677 -2.20525
C -0.15944 -1.31771 2.41820
C -0.12418 -2.09515 3.58953
C -0.21917 -1.55126 4.84961
C -0.36541 -0.16401 4.96561
C -0.41124 0.62674 3.84980
C -0.31284 0.09440 2.53600
O -0.38876 0.91012 1.52492
H -0.67434 -3.78147 0.08317
H -1.23853 -3.67880 1.77080
H 0.44681 -4.07201 1.40842
H -1.52438 -2.67585 -5.09841
H -1.19183 -1.07774 -4.40145
H -2.87117 -4.33359 -3.76938
H -4.55148 -4.68825 -1.99502
H -4.97947 -2.91140 -0.32281
H -3.73178 -0.77300 -0.45854
H -2.07604 -0.41982 -2.25145
H 0.01579 -3.16452 3.50411
H -0.16125 -2.18196 5.72826
H -0.41284 0.29404 5.94826
H -0.45576 1.70464 3.92546
O 4.41798 1.69595 2.07034
S 2.97500 1.53655 1.90668
O 2.20854 2.18439 2.96276
O 2.53574 2.07112 0.54345
O 2.59657 0.07207 1.77838
C 5.46029 -0.04366 -0.42490
As 3.66573 -0.62295 -0.95594
C 3.74505 -2.42876 -0.19002
C 4.15203 -1.14617 -2.79535
H 6.15856 -0.87947 -0.51863
H 5.42389 0.33736 0.59430
H 5.77085 0.76910 -1.08388
H 4.72247 -2.88365 -0.36822
H 2.95874 -3.03727 -0.63900
H 3.56099 -2.33997 0.88044
H 5.07223 -1.73616 -2.79462
H 4.29436 -0.24709 -3.39667
H 3.34411 -1.72330 -3.24716
O -2.96371 1.98506 2.02411
C -2.79715 3.36484 2.02162
N -3.51133 4.01680 0.93091
C -2.99961 4.66812 -0.14968
O -3.65626 5.49876 -0.76789
C -1.61374 4.29745 -0.56642
C -0.76984 5.26376 -1.09996
C 0.52083 4.90284 -1.44052
C 0.92539 3.59085 -1.21895
N 0.10553 2.65528 -0.75212
C -1.13750 2.99683 -0.45272
H -2.08993 1.56709 1.82483
H -1.74207 3.63609 1.96752
H -3.21301 3.76838 2.95048
H -4.48189 4.23755 1.09210
H -1.13549 6.27503 -1.22647
H 1.21949 5.62513 -1.84041
H 1.94685 3.27280 -1.38372
H -1.77393 2.19382 -0.10733

***

Below is 5 unconnected molecules or ions with the total composition C26H31Cl12FN4O6PS, with properties calculated with ωB97M-V/def2-TZVPD.

The calculation puts the electronic energy at -8041.44199 Eh. As for the largest force on an atom: 0.0488 hartree/bohr. Its total charge is -1. The calculation puts the HOMO-LUMO gap at 0.267 Ha. The HOMO energy comes out at -5.470 eV.

CARTESIAN COORDINATES (ANGSTROEM)
C 2.39843 -0.10555 1.59498
P 0.98809 -0.56229 0.49800
C -0.00500 -1.97720 1.13601
C 1.42777 -0.78192 -1.29560
C 2.36091 0.29917 -1.89628
C 3.82553 0.30375 -1.37032
S 4.50133 2.00950 -1.21695
C 3.39107 2.91716 -0.21900
N 3.51233 3.27025 1.04373
N 2.40436 3.94723 1.39216
C 1.61037 4.00545 0.35166
O 2.20502 3.37885 -0.66048
N 1.92347 -2.13070 -1.68184
C 2.85974 -2.78180 -0.76038
C 2.27436 -4.12864 -0.26676
C 3.14928 -4.80125 0.77324
F 3.27772 -4.05762 1.94210
C 0.01055 -0.60402 -2.04939
C -0.43438 -1.88062 -2.80121
C -1.88500 -1.65057 -3.26814
O -2.19056 -1.32623 -4.37814
C -2.92788 -1.92076 -2.19114
C -3.58446 -0.88689 -1.52394
C -4.54515 -1.11995 -0.54896
C -4.85636 -2.42831 -0.18153
C -4.17965 -3.46715 -0.81685
C -3.24557 -3.23312 -1.81533
O -0.02214 0.50667 -2.92316
C -0.60466 1.61941 -2.33575
O 0.31818 2.73177 -2.71054
C -0.00598 3.84313 -2.13454
N -0.47731 4.81169 -1.71482
C -2.00186 1.96481 -2.93141
O -2.16215 1.72520 -4.14256
O -2.85191 2.48539 -2.17809
H 2.09744 -0.27665 2.65617
H 2.55443 0.96841 1.51291
H 3.33098 -0.66864 1.47289
H -0.71426 -1.56010 1.85348
H -0.57525 -2.39002 0.29791
H 0.60725 -2.73308 1.62687
H 1.97236 1.30449 -1.74483
H 2.41313 0.08449 -2.96714
H 3.99000 -0.27648 -0.46669
H 4.48318 -0.12952 -2.13204
H 0.63046 4.44848 0.27035
H 2.36105 -2.08469 -2.59401
H 3.75222 -3.07101 -1.33870
H 3.22304 -2.17339 0.06889
H 1.22471 -4.04917 0.01750
H 2.30133 -4.78505 -1.14793
H 4.13421 -5.06020 0.36858
H 2.68271 -5.75892 1.04071
H -0.77813 -0.44756 -1.29836
H 0.19696 -2.09887 -3.66311
H -0.50087 -2.71136 -2.09665
H -3.33462 0.14339 -1.78084
H -5.03849 -0.26883 -0.09160
H -5.60929 -2.59775 0.58007
H -4.40857 -4.48267 -0.50365
H -2.73352 -4.05979 -2.30177
H -0.61043 1.59111 -1.24035
C 1.35047 3.01701 5.05403
Cl 2.38062 1.87572 4.20935
Cl -0.34869 2.55125 4.89921
Cl 1.80571 3.13961 6.75869
H 1.47999 3.99001 4.59541
C 1.55034 -2.94517 4.97530
Cl 1.64698 -1.25379 4.45046
Cl 1.37453 -3.03367 6.73383
Cl 0.22703 -3.80417 4.19350
H 2.47844 -3.43209 4.70460
C -4.82256 3.60136 -5.70728
Cl -4.69362 5.18632 -4.94704
Cl -6.43513 2.91877 -5.45984
Cl -4.45442 3.70513 -7.43618
H -4.09297 2.94165 -5.23722
C -2.65382 4.84596 6.59627
Cl -2.46977 5.91785 5.20823
Cl -1.97309 5.58336 8.05047
Cl -4.35232 4.43072 6.84478
H -2.10827 3.93271 6.39593

***

Below is a molecular structure, C26H31ClN2O8Ta, with properties calculated with ωB97M-V/def2-TZVPD.

The calculation puts the electronic energy at -2237.57114 Eh. As for the largest force on an atom: 0.0080 hartree/bohr. Its energy above the lowest of the compared OMol25 structures with the same formula, charge and spin is 1.780 eV. Its total charge is +1. The calculation puts the HOMO-LUMO gap at 0.261 Ha. The HOMO energy comes out at -11.128 eV.

CARTESIAN COORDINATES (ANGSTROEM)
Ta -0.16280 -0.78148 -0.08526
O 0.08465 3.79762 3.07550
C -0.40284 2.71230 2.46276
O -0.51658 1.64183 2.98862
C -0.83332 2.99657 1.05425
C -1.05160 4.30662 0.64888
C -1.54801 4.54861 -0.62194
C -1.81880 3.46417 -1.43392
C -1.54708 2.19742 -0.94332
N -1.04633 1.94031 0.26311
C -1.83728 1.01554 -1.81606
O -2.22675 1.06646 -2.93718
O -1.59230 -0.15306 -1.17423
H 0.29481 3.54605 3.98847
H -0.84504 5.11456 1.33415
H -1.72954 5.55869 -0.96180
H -2.22530 3.56586 -2.43000
C 1.36852 -3.02962 -1.15260
C 1.36112 -3.84508 -0.04717
C 0.02443 -3.90924 0.45739
C -0.80998 -3.08274 -0.29608
C 0.00214 -2.51387 -1.38807
C -0.57292 -2.58964 -2.79406
C -2.31410 -3.13286 -0.26096
C -0.42489 -4.83379 1.52951
C 2.52019 -4.52528 0.60002
C 2.55112 -2.70167 -1.99773
H -0.68456 -3.64213 -3.06742
H 0.07759 -2.13576 -3.53943
H -1.54837 -2.11219 -2.86237
H -2.67047 -4.06105 -0.71531
H -2.77374 -2.31349 -0.81106
H -2.69470 -3.10267 0.76121
H 0.36100 -5.04324 2.25112
H -0.70510 -5.78469 1.06330
H -1.30127 -4.45953 2.05552
H 2.35444 -5.60080 0.68192
H 2.67308 -4.14576 1.61397
H 3.44401 -4.36957 0.04804
H 3.28297 -3.50664 -1.95548
H 3.04261 -1.78299 -1.66754
H 2.27035 -2.55652 -3.04049
C 3.61096 2.38744 2.89678
N 3.62948 1.72061 1.60720
C 4.27347 0.42100 1.69463
C 2.30167 1.65011 1.03684
C 2.30200 1.27444 -0.42841
C 3.17936 1.98167 -1.24593
C 3.13296 1.86608 -2.62470
C 2.17786 1.04929 -3.21340
C 1.32884 0.31344 -2.40891
C 1.38636 0.37002 -1.00170
H 4.62768 2.47219 3.27835
H 3.01023 1.84286 3.64398
H 3.20370 3.39365 2.78782
H 5.30989 0.55378 2.00314
H 4.26812 -0.06668 0.71902
H 3.78277 -0.24534 2.42016
H 1.87289 2.65777 1.10412
H 1.62830 1.00598 1.61874
H 3.89229 2.64640 -0.77540
H 3.82020 2.43246 -3.23926
H 2.10086 0.97839 -4.29029
H 0.60259 -0.31858 -2.90315
O -0.69562 -0.95830 1.97680
Cl 0.62096 -1.39955 2.57834
O 0.54191 -2.72677 3.01288
O 1.03978 -0.49574 3.55048
O 1.44585 -1.30377 1.32990